No. 1
Here is a molecular structure, C5H7NO from the OMol25 dataset. Energies are from ωB97M-V/def2-TZVPD.

Computed properties:
**Total charge**: 0
**M**: 97.12 g/mol
**HOMO energy**: -9.6 eV
**LUMO**: 0.765 eV
**Frontier orbital gap**: 10.356 eV
**Energy above the lowest of the compared OMol25 structures with the same formula, charge and spin**: 2.9101 eV

Structure (XYZ):
```
14
Properties=species:S:1:pos:R:3:forces:R:3
O 1.5965 -0.6293 -1.1085 0.188 -0.043 -0.014
C 1.0960 -0.2156 0.1372 -0.077 0.142 0.262
C 0.3960 1.1172 0.2741 0.287 0.334 -0.179
C -1.0299 0.9372 -0.0971 -0.232 0.253 -0.177
C -1.2535 -0.4976 -0.5219 -0.026 -0.013 -0.085
C -0.2441 -0.7949 0.5918 -0.049 -0.501 0.134
N -0.5670 0.5567 1.2643 -0.112 -0.080 0.247
H 2.5516 -0.7285 -1.0423 -0.130 -0.001 -0.080
H 1.8359 -0.3221 0.9409 -0.089 -0.012 -0.164
H 0.8369 2.1013 0.4032 -0.052 -0.157 0.006
H -1.6870 1.7905 -0.2404 0.134 -0.141 -0.003
H -1.0117 -0.8058 -1.5437 -0.021 0.048 0.161
H -2.2579 -0.8262 -0.2404 0.159 0.014 -0.029
H -0.2912 -1.7183 1.1701 0.019 0.157 -0.080
```
Positions in Å, forces in eV/Å.

natural (NBO) population analysis, charges in e, atoms 1 to 4: atom 1 (O): -0.7146, atom 2 (C): 0.0787, atom 3 (C): -0.1342, atom 4 (C): -0.0939

=====

No. 2
Here is 2 unconnected molecules or ions with the total composition C5H14 from the OMol25 dataset. Energies are from ωB97M-V/def2-TZVPD.

Computed properties:
**Total charge**: 0
**M**: 74.17 g/mol
**HOMO energy**: -10.8 eV
**LUMO**: 1.132 eV
**Frontier orbital gap**: 11.958 eV
**Energy above the lowest of the compared OMol25 structures with the same formula, charge and spin**: 0.7652 eV

Structure (XYZ):
```
19
Properties=species:S:1:pos:R:3:forces:R:3
C 0.6983 2.3102 0.5146 -1.191 0.947 -0.720
C -0.1599 1.2749 -0.2033 -0.495 -1.013 -2.208
C -1.6608 1.0892 0.1591 1.394 0.923 2.112
H 0.3083 2.6048 1.4880 0.267 -0.400 0.302
H 0.5318 3.1967 -0.1031 0.466 0.372 0.293
H 1.7652 2.1061 0.5154 -0.072 -0.201 0.185
H -0.2529 1.5637 -1.2762 0.740 -0.096 0.499
H 0.3388 0.2954 -0.2334 -0.194 0.474 0.125
H -2.3919 1.1699 -0.6294 0.115 -0.336 -0.413
H -1.7359 0.1819 0.7571 -0.569 -0.099 -0.205
H -1.8642 1.9149 0.8562 -0.419 -0.157 -0.052
C -0.0948 -2.0253 0.0987 -0.169 0.374 0.341
C 1.2231 -2.4678 -0.5300 0.086 0.884 -0.025
H -0.0580 -1.3062 0.9307 0.607 -0.127 -0.311
H -0.7066 -2.8142 0.5214 -0.010 -0.518 -0.332
H -0.6373 -1.5178 -0.6953 -0.475 -0.125 0.082
H 1.6869 -1.6078 -1.0347 -0.271 -0.107 -0.119
H 1.0050 -3.2114 -1.2991 0.358 -0.148 0.224
H 2.0050 -2.7573 0.1629 -0.168 -0.647 0.221
```
Positions in Å, forces in eV/Å.

natural (NBO) population analysis, charges in e, atoms 1 to 4: atom 1 (C): -0.6184, atom 2 (C): -0.4070, atom 3 (C): -0.6146, atom 4 (H): 0.2041

=====

No. 3
Here is a molecular structure, C15H11N5O6RuS2 from the OMol25 dataset. Energies are from ωB97M-V/def2-TZVPD.

Computed properties:
**Total charge**: -1
**M**: 522.49 g/mol
**Spin multiplicity**: 2
**HOMO energy (alpha / beta)**: -4.3 / -4.2 eV
**LUMO (alpha / beta)**: 1.295 / 1.339 eV
**Frontier orbital gap (alpha / beta)**: 5.556 / 5.580 eV
**⟨S²⟩**: 0.76
**Energy above the lowest of the compared OMol25 structures with the same formula, charge and spin**: 3.0314 eV

Structure (XYZ):
```
40
Properties=species:S:1:pos:R:3:forces:R:3
Ru -0.5717 -0.8205 -0.2167 0.262 -0.053 1.999
O 3.0382 -0.8832 1.8348 -0.042 0.012 -0.203
C 1.8189 -0.5398 1.2824 0.442 0.037 0.061
O 1.4925 -1.0916 0.1702 -0.669 0.515 -0.138
C 0.5953 -0.3068 2.3501 -0.225 0.355 0.055
C 0.6840 -0.5039 3.7748 -0.104 -0.028 0.039
C -0.4483 -0.8170 4.4562 0.092 -0.019 -0.033
C -1.7022 -0.9215 3.7844 -0.035 -0.051 -0.106
C -1.7162 -0.8640 2.4255 -0.070 -0.113 0.114
N -0.5897 -0.6445 1.7222 0.411 -0.121 -0.731
C -2.9196 -1.0057 1.5124 -0.020 -0.142 0.036
O -4.0399 -1.0772 1.9935 0.018 -0.006 -0.037
O -2.6067 -1.0550 0.2650 0.040 0.265 -0.511
H 3.4305 -1.4967 1.2008 -0.050 -0.078 0.065
H 1.6440 -0.3930 4.2547 -0.010 0.059 0.021
H -0.3991 -0.9715 5.5267 -0.005 0.001 0.005
H -2.6376 -1.0661 4.3052 0.010 0.013 0.029
N 0.4130 -4.4076 -2.5472 0.134 0.002 0.064
C 0.0607 -3.1821 -2.0350 -0.072 -0.116 0.027
S -0.5972 -3.1607 -0.4314 0.063 0.101 -0.105
N 0.2531 -2.1609 -2.8056 -0.119 0.150 0.039
N -0.0833 -0.9477 -2.2074 -0.103 -0.324 -0.443
C 0.1661 0.0705 -2.9449 0.044 0.132 -0.004
C -0.0440 1.4633 -2.6075 0.082 -0.122 -0.045
C 0.3450 2.4088 -3.5685 0.007 0.027 -0.010
C 0.1896 3.7620 -3.3724 -0.013 0.002 0.025
C -0.3841 4.1996 -2.1727 0.011 -0.007 -0.014
C -0.7846 3.2996 -1.2151 -0.017 0.000 0.000
C -0.6224 1.9057 -1.3926 -0.058 0.003 0.046
O -1.0292 1.1209 -0.4396 0.117 -0.098 -0.278
H 0.0070 -5.2149 -2.1115 -0.031 -0.016 -0.019
H 0.5648 -4.4387 -3.5407 -0.077 -0.022 -0.028
H 0.5952 -0.1476 -3.9209 -0.031 0.036 -0.007
H 0.7818 2.0440 -4.4923 0.003 0.002 0.000
H 0.5013 4.4708 -4.1278 0.004 -0.003 -0.005
H -0.5140 5.2608 -1.9941 -0.006 0.002 0.005
H -1.2316 3.6223 -0.2836 -0.004 0.017 -0.008
O 2.7582 1.7007 3.6494 0.042 -0.008 -0.027
S 2.2369 2.0113 2.2954 -0.087 -0.008 0.034
N 1.3455 0.7777 1.6240 0.070 -0.397 0.086
```
Positions in Å, forces in eV/Å.

natural (NBO) population analysis, charges in e, atoms 1 to 4: atom 1 (Ru): 0.9385, atom 2 (O): -0.7064, atom 3 (C): 0.6983, atom 4 (O): -0.6167

=====

No. 4
Here is a molecular structure, C33H35As2N3PPdSe2 from the OMol25 dataset. Energies are from ωB97M-V/def2-TZVPD.

Computed properties:
**Total charge**: +1
**M**: 918.82 g/mol
**HOMO energy (alpha / beta)**: -9.9 / -10.0 eV
**LUMO (alpha / beta)**: -3.846 / -3.990 eV
**Frontier orbital gap (alpha / beta)**: 6.070 / 5.972 eV
**Energy above the lowest of the compared OMol25 structures with the same formula, charge and spin**: 1.4688 eV

Structure (XYZ):
```
77
Properties=species:S:1:pos:R:3:forces:R:3
Pd 0.3769 -0.2396 -0.3224 -1.825 0.694 0.253
C -3.4701 -1.3027 -0.4440 0.243 0.418 0.285
As -1.6413 -1.4270 -1.1420 0.620 -0.796 -0.660
C -1.9988 -1.4329 -3.0712 0.152 0.357 0.064
C -1.1385 -3.3163 -0.9689 0.055 0.095 0.022
C -2.0421 -4.2868 -1.3864 -0.041 0.241 -0.108
C -1.7301 -5.6297 -1.3049 0.099 0.015 -0.170
C -0.5017 -6.0179 -0.7951 -0.039 -0.035 -0.097
C 0.4271 -5.0613 -0.4309 0.089 0.148 0.090
C 0.1294 -3.7047 -0.5293 0.145 0.103 0.088
As 1.5557 -2.3820 -0.2542 0.468 -0.830 0.065
C 2.6393 -3.1537 1.1974 -0.041 -0.057 -0.044
C 2.6568 -2.8611 -1.8036 0.019 0.024 0.004
H -4.0899 -2.1456 -0.7579 0.276 0.021 -0.091
H -3.9056 -0.3786 -0.8366 0.091 -0.134 0.043
H -3.4542 -1.2428 0.6470 0.046 -0.035 -0.132
H -2.7912 -2.1417 -3.3258 0.112 0.083 0.164
H -1.0769 -1.7126 -3.5920 -0.172 0.021 0.140
H -2.2875 -0.4263 -3.3888 0.009 -0.160 0.035
H -3.0064 -3.9762 -1.7722 -0.065 -0.145 0.030
H -2.4525 -6.3657 -1.6173 -0.085 -0.104 -0.007
H -0.2670 -7.0645 -0.6819 0.053 -0.149 -0.065
H 1.4027 -5.3634 -0.0658 -0.028 -0.070 -0.030
H 2.0104 -3.4446 2.0416 -0.019 0.036 -0.104
H 3.3546 -2.4061 1.5502 -0.132 -0.013 -0.148
H 3.1952 -4.0257 0.8480 -0.070 0.038 0.003
H 2.8543 -3.9365 -1.8145 -0.068 0.113 0.080
H 3.6053 -2.3181 -1.7746 -0.152 -0.014 0.048
H 2.1204 -2.5869 -2.7160 0.053 0.024 0.144
Se 1.8298 1.6037 0.6079 -0.064 -0.414 -0.745
P 2.2284 1.6713 -1.5528 0.702 0.544 -0.364
Se 0.7831 0.6196 -2.7970 -0.279 0.030 1.013
C 2.3434 3.4079 -2.1032 -0.152 -0.475 0.102
C 1.6034 3.8413 -3.1928 -0.050 -0.126 -0.050
C 1.6681 5.1662 -3.5821 0.034 0.120 -0.038
C 2.4779 6.0517 -2.8912 -0.044 -0.014 -0.051
C 3.2411 5.6081 -1.8210 0.082 0.025 0.106
C 3.1702 4.2874 -1.4143 -0.071 -0.019 -0.041
C 3.8767 0.9420 -1.8654 -0.550 0.120 0.105
C 4.9098 1.1662 -0.9650 -0.045 -0.017 0.011
C 6.1644 0.6491 -1.2287 0.095 0.046 0.071
C 6.3852 -0.0981 -2.3747 0.004 -0.047 0.004
C 5.3478 -0.3275 -3.2642 0.131 0.001 -0.065
C 4.0931 0.1991 -3.0179 -0.022 0.047 -0.063
H 0.9712 3.1496 -3.7352 -0.010 0.034 0.061
H 1.0819 5.5020 -4.4236 -0.046 0.067 -0.065
H 2.5061 7.0908 -3.1833 0.071 0.071 -0.030
H 3.8893 6.2971 -1.3017 0.032 0.059 0.086
H 3.7373 3.9366 -0.5623 0.077 0.078 0.052
H 4.7285 1.7265 -0.0572 0.022 -0.013 0.033
H 6.9702 0.8309 -0.5352 0.108 -0.005 0.075
H 7.3661 -0.5045 -2.5694 0.077 -0.037 -0.029
H 5.5172 -0.9114 -4.1555 0.029 -0.061 -0.102
H 3.2822 0.0270 -3.7148 0.058 -0.015 0.038
C -1.7021 0.7125 3.7058 0.037 0.036 -0.146
C -1.2797 0.6968 2.3877 -0.279 0.293 0.233
N -0.7107 -0.3790 1.8490 0.347 0.053 -0.775
C -0.5531 -1.4671 2.5864 0.113 -0.185 0.177
C -0.9276 -1.5453 3.9275 -0.067 0.644 -0.199
C -1.5066 -0.4083 4.4932 0.184 -0.271 -0.267
C -0.6160 -2.7224 4.7340 0.029 -0.543 0.129
C -0.8176 -4.0063 4.4195 0.233 0.333 0.409
C -1.5521 -4.5251 3.2750 -0.237 -0.588 -0.441
C -1.4775 -5.8839 2.9478 -0.068 0.374 0.021
C -2.2423 -6.3175 1.8794 0.048 0.076 0.270
N -3.0613 -5.5029 1.2335 -0.393 -0.302 -0.099
C -3.0864 -4.2483 1.6417 -0.135 0.028 -0.102
N -2.3569 -3.7048 2.5915 -0.018 0.128 0.323
H -2.1592 1.5975 4.1140 -0.066 0.149 0.030
H -1.3967 1.5680 1.7494 0.074 -0.123 0.063
H -0.0970 -2.3262 2.0960 -0.051 0.177 0.127
H -1.8112 -0.4013 5.5299 0.018 -0.055 0.088
H -0.1468 -2.5011 5.6854 0.038 -0.071 0.067
H -0.4715 -4.7715 5.1043 0.082 0.084 0.070
H -0.8572 -6.5580 3.5146 0.110 -0.098 0.041
H -2.2204 -7.3418 1.5325 0.071 -0.130 0.063
H -3.7927 -3.5989 1.1441 -0.050 0.102 -0.099
```
Positions in Å, forces in eV/Å.

Mulliken population analysis, charges in e, atoms 1 to 4: atom 1 (Pd): -0.3518, atom 2 (C): -1.2977, atom 3 (As): 1.0940, atom 4 (C): -1.3564